{
  "formula": "C15H33FN2O11P4S",
  "method": "ωB97M-V/def2-TZVPD",
  "elements": ["O", "C", "C", "O", "O", "H", "S", "H", "C", "H", "H", "O", "C", "O", "H", "H", "H", "H", "H", "C", "C", "H", "H", "C", "H", "H", "C", "N", "C", "P", "P", "H", "C", "H", "H", "H", "H", "H", "O", "H", "F", "O", "C", "H", "H", "C", "O", "C", "H", "P", "O", "H", "O", "H", "P", "H", "C", "N", "H", "H", "O", "H", "C", "H", "H", "H", "H"],
  "xyz": [[-1.50001, -3.55891, -0.96135], [3.43836, 0.96968, 0.36954], [-2.70214, -4.53633, -3.36184], [-5.63375, -0.03384, -2.55136], [-7.14517, 1.37552, -3.66716], [7.85631, -0.26663, 2.34637], [2.50915, -0.47560, 2.55692], [7.86275, 4.88485, 0.52291], [-2.74347, -4.64264, 1.46112], [6.93647, -0.82037, 3.93778], [3.40950, 6.26970, 3.02308], [-7.50049, -0.92643, -4.16555], [6.87936, -0.23213, 2.95579], [1.26364, -1.05891, 1.89189], [6.21695, 1.44733, 4.44288], [6.64135, 3.67581, -0.31306], [-6.79073, -3.53521, -1.76086], [2.65849, 5.11017, 4.36521], [-1.93470, -5.16178, 0.94289], [-6.09315, 1.60802, -4.59310], [7.27181, 3.90035, 0.62704], [-0.34357, -2.58009, 0.42961], [-5.41019, -2.43122, -1.64970], [2.73422, 1.18946, 1.81893], [3.92482, 3.90187, 0.22796], [-8.71875, -0.10562, -5.60400], [6.54751, 1.32812, 3.35109], [3.37990, 1.96570, 5.35839], [3.57588, 2.21874, 4.18539], [2.77075, 3.96969, 2.16760], [-7.14318, -0.10319, -2.78443], [-2.40044, -4.37754, 2.46410], [-8.80061, -0.73057, -4.71174], [0.03995, -2.23150, -1.27055], [-5.22376, 2.00954, -4.07253], [-1.79153, -4.93875, -2.91522], [-6.43761, 2.35265, -5.31478], [-9.21536, -1.69946, -4.99295], [-3.78549, -4.83446, -0.93881], [5.50291, 4.79000, 1.73413], [2.22510, -0.55158, 4.19959], [3.61601, -1.47694, 2.24323], [3.62202, 2.27380, 2.59373], [6.04331, -0.56807, 2.25203], [1.68909, 1.62661, 1.56451], [-6.36354, -2.60957, -2.15257], [-3.11047, -3.44464, 0.79274], [6.23245, 3.92268, 1.88424], [-6.20250, -2.73114, -3.22447], [-3.14226, -3.44775, -0.92900], [-3.19080, -3.41005, -2.64958], [-3.46992, -5.31109, -3.40710], [-7.26742, -1.55318, -1.86672], [6.88263, 4.21165, 2.80602], [5.45290, 2.20981, 2.07804], [4.44058, 4.90061, 3.89584], [-0.76985, -2.40280, -0.56004], [3.82455, 0.67826, -0.74558], [-1.40780, -1.51595, -0.52379], [7.97894, 3.00999, 0.80012], [3.20752, 4.48079, 0.57906], [-3.61171, -5.29502, 1.55532], [3.40184, 5.22538, 3.48830], [-2.47479, -4.21638, -4.38135], [-5.82360, 0.69844, -5.13365], [7.58292, 1.85899, 3.28498], [-9.47116, -0.24888, -3.99553]],
  "e_tot_ha": -3391.50036,
  "orbital_gap_ha": 0.2180,
  "e_lumo_ev": -3.079
}

=====

{
  "formula": "C15H33N2O6S2",
  "method": "ωB97M-V/def2-TZVPD",
  "elements": ["H", "C", "C", "H", "O", "C", "C", "N", "S", "H", "C", "H", "H", "N", "H", "H", "C", "H", "H", "H", "C", "H", "H", "H", "H", "H", "C", "O", "H", "O", "H", "H", "H", "O", "H", "C", "H", "C", "H", "C", "C", "H", "H", "C", "C", "O", "H", "H", "C", "S", "O", "H", "H", "H", "H", "H", "H", "H"],
  "xyz": [[0.79306, -2.12438, 4.66532], [4.18054, 1.52274, -6.11200], [-0.11492, -1.49340, 4.65874], [-1.54599, 3.60140, 3.11720], [-0.57066, -3.28729, -1.82081], [-2.67963, 2.26872, 4.45804], [-2.15796, -2.76467, 3.02525], [-2.94726, 0.87369, 4.73443], [-0.72394, -2.05443, -1.07675], [4.58714, 2.27770, -6.78147], [0.74606, -1.06143, -1.32046], [-2.22204, -1.52715, -2.83899], [-2.26242, 1.10336, 1.81693], [-2.41573, 2.10383, 1.94940], [-3.62227, 2.86915, 4.40562], [-4.73764, -0.13596, 4.59493], [4.11991, 0.90260, -3.51528], [-1.37991, 0.65765, -3.35733], [-1.14354, -0.14632, 3.25770], [3.29831, 1.06158, -6.55644], [-3.98610, 0.35060, 3.91566], [-1.89900, 2.57875, 1.20966], [-3.00356, -1.71206, 4.77296], [3.78663, -0.84904, -4.73730], [-4.45414, 1.17222, 3.34349], [5.35887, -0.83442, -3.94828], [-1.76781, 2.51696, 3.23200], [-1.07298, -2.03991, 0.32239], [-2.62458, -3.39105, 2.24513], [4.57186, 3.38036, -4.29333], [6.15214, 0.94973, -5.44614], [4.90053, 1.23850, -2.83456], [5.38634, -0.24662, -6.49547], [2.24762, 2.44906, -4.57762], [1.14188, 0.59276, -2.67820], [5.20240, 0.46990, -5.69523], [-2.11050, 2.66142, 5.33283], [-3.24000, -1.89402, 3.70987], [3.24520, 0.59103, -2.95059], [-0.99920, 0.23428, -2.42779], [4.62141, -0.20643, -4.44739], [0.18012, -0.57011, 5.19179], [-1.04942, 1.01657, -1.66714], [-0.52627, -1.05818, 3.24210], [0.45012, -0.24281, -2.57367], [-1.10056, -2.06246, 2.41173], [0.41437, -0.75627, 2.73070], [0.85874, -0.41828, -0.44704], [-1.83683, -0.97153, -1.98474], [3.67849, 2.28579, -4.57358], [-3.55975, -0.72428, 2.99955], [-2.65664, -0.67826, -1.33215], [-1.76432, -3.46501, 3.79641], [-4.16982, -2.51826, 3.73446], [0.54374, -0.87319, -3.46299], [-0.91643, -1.94005, 5.25663], [-0.80708, 1.97619, 3.32676], [1.61410, -1.71012, -1.42342]],
  "total_charge": -1,
  "e_tot_ha": -1948.53126,
  "orbital_gap_ha": 0.1350,
  "relative_energy_kcal_mol": 10.4,
  "e_lumo_ev": 1.822
}

=====

{
  "formula": "C15H33N3O30S6",
  "method": "ωB97M-V/def2-TZVPD",
  "elements": ["H", "H", "C", "H", "C", "S", "H", "H", "O", "O", "H", "O", "S", "H", "N", "O", "O", "H", "O", "O", "C", "C", "H", "C", "O", "C", "H", "C", "C", "H", "O", "H", "O", "O", "O", "H", "C", "H", "O", "O", "O", "H", "H", "O", "H", "H", "H", "O", "S", "S", "H", "O", "C", "H", "H", "O", "N", "O", "H", "H", "H", "O", "H", "C", "N", "C", "C", "H", "S", "H", "O", "C", "O", "H", "H", "O", "S", "H", "O", "C", "O", "H", "O", "O", "O", "H", "O"],
  "xyz": [[3.00769, 9.89459, -7.56019], [13.56324, 15.12079, -5.35159], [9.75308, 9.60037, -1.80894], [9.38555, 8.75947, 0.19816], [3.72686, 9.97298, -8.36855], [11.38666, 7.85348, -2.34416], [11.50287, 9.30535, -5.52096], [10.91169, 14.44977, -5.87950], [7.96821, 10.81074, -5.93488], [4.32905, 9.37415, -3.92246], [2.06500, 8.00636, -2.16890], [11.38339, 15.18088, -7.75183], [9.12276, 11.81714, -5.53261], [6.23647, 12.70965, -5.35007], [5.95612, 15.51080, -3.61549], [5.75744, 15.34736, -4.80584], [7.44626, 4.43890, -5.23863], [12.60820, 10.02756, -4.28001], [4.70223, 11.24590, -2.45269], [6.05566, 9.23923, -2.19004], [9.60215, 8.39763, -0.80055], [6.65580, 16.75942, -3.19405], [7.32854, 16.49252, -2.38557], [12.45359, 9.77680, -5.32032], [8.18396, 12.85653, -4.79356], [7.44402, 7.38345, -6.22994], [12.13157, 16.10554, -5.00460], [11.78775, 14.59147, -6.51731], [3.13330, 8.03423, -2.35868], [5.98366, 14.42000, -8.56458], [14.50111, 8.66336, -5.14202], [4.27352, 9.06778, -8.59332], [8.08026, 16.23216, -8.62181], [11.02956, 9.41000, -2.43380], [5.78779, 5.39862, -3.71002], [7.22185, 17.09246, -4.05686], [6.98965, 14.20059, -8.20079], [12.17527, 13.60316, -6.74357], [4.21925, 12.13784, -7.72417], [12.78143, 7.71065, -2.39501], [5.88447, 10.78894, -8.02175], [9.75258, 10.55190, -1.29284], [9.46061, 6.99684, -5.45996], [3.66863, 9.17857, -1.66597], [4.04332, 7.38824, -4.23384], [3.20913, 10.36386, -9.24235], [8.60538, 8.35630, -4.68638], [10.77398, 17.48560, -7.10739], [6.83455, 5.56067, -4.64447], [11.77322, 16.72107, -7.77099], [6.98656, 13.28960, -7.61518], [10.86498, 7.73789, -0.84826], [7.01981, 10.79927, -4.86440], [12.79570, 10.58391, -5.96196], [6.94389, 15.98414, -6.90180], [9.66604, 12.31515, -6.73693], [4.69266, 11.05165, -8.00176], [5.60131, 14.73585, -2.74478], [8.81744, 7.71770, -1.12695], [6.42476, 12.49620, -3.61265], [7.81126, 6.93059, -7.14972], [12.14737, 17.06757, -9.07294], [3.60861, 7.13595, -1.96899], [12.69038, 15.59520, -5.78952], [13.43073, 8.69026, -5.71518], [6.87361, 12.27697, -4.57573], [3.47042, 8.23062, -3.84199], [6.10084, 10.29373, -5.14123], [4.82384, 9.85510, -2.49902], [7.43791, 10.22841, -4.02880], [13.09388, 7.94181, -6.60679], [8.50037, 7.35618, -5.10053], [9.25555, 15.52179, -10.65302], [8.98728, 9.50884, -2.57462], [7.06698, 8.37765, -6.45292], [7.98424, 6.50212, -4.08493], [8.01479, 15.43748, -10.01462], [8.48291, 15.06335, -6.96418], [7.85652, 14.01243, -9.33529], [7.62350, 15.42496, -7.53617], [6.84390, 15.79861, -10.70893], [5.90626, 17.46776, -2.86022], [12.99341, 16.62730, -6.74268], [9.99770, 11.17473, -4.62035], [6.34040, 6.57269, -5.77069], [2.62600, 8.37233, -4.51200], [10.53759, 7.10112, -3.19875]],
  "e_tot_ha": -5401.52312,
  "orbital_gap_ha": 0.3709,
  "relative_energy_kcal_mol": 0.0,
  "e_lumo_ev": -0.611
}

=====

{
  "formula": "C15H33NO6",
  "method": "ωB97M-V/def2-TZVPD",
  "elements": ["C", "C", "H", "H", "C", "C", "H", "H", "C", "C", "H", "H", "H", "H", "H", "H", "H", "H", "H", "C", "H", "H", "C", "H", "O", "H", "H", "C", "H", "C", "O", "H", "H", "H", "H", "C", "O", "H", "H", "C", "H", "O", "H", "O", "H", "C", "H", "H", "O", "H", "H", "H", "N", "C", "C"],
  "xyz": [[2.04218, 0.00994, 3.60065], [-0.43986, -0.40702, -5.49812], [0.69766, 2.15992, -3.89226], [-0.64513, 1.31784, 1.14459], [0.02449, -1.08840, -0.22285], [0.25209, 1.31135, 0.52232], [-1.11265, 2.69429, -2.43690], [1.32843, -2.21130, 4.13151], [0.28841, 0.08962, -4.24279], [0.02536, 1.32642, -3.64180], [0.82294, -1.62796, -0.74864], [1.21922, 2.61812, -0.89990], [3.32865, 3.15493, -0.81138], [1.93519, -1.26275, -4.51182], [4.12896, 4.20177, 0.13689], [0.09408, 0.14027, 3.51703], [-1.89946, 1.23395, -0.75891], [-1.24167, -1.13006, -5.30119], [3.12656, -0.47516, 5.40484], [1.36658, -0.81005, -3.68081], [-0.33275, 3.20335, -0.33548], [0.96735, 0.51965, -1.31978], [-1.13832, 1.63740, -2.71323], [-2.46817, -4.17655, 1.77082], [-3.16979, -3.05469, 3.31301], [-0.89569, -1.58564, -0.51393], [-2.07000, 1.48648, -3.29702], [-3.39682, -3.67851, 2.04663], [2.81035, -0.35607, 2.92007], [-3.75822, -2.62659, 1.01817], [3.15545, 3.04581, 1.92399], [-1.80562, -0.18633, -1.76884], [0.17498, -1.15410, 0.85367], [1.36478, -0.32332, 5.62033], [0.91418, -1.60379, -3.08455], [2.55668, 3.44469, 0.99546], [0.77822, -0.30736, 3.00499], [-3.90320, -3.07249, 0.03344], [-0.80279, 0.47265, -6.02696], [-1.25135, 0.70600, -1.47408], [-4.01971, -2.73815, 3.64088], [1.21041, 3.50191, 1.03729], [-2.40278, -1.52147, 1.82579], [2.01540, -2.08125, 4.79993], [2.13755, 1.09516, 3.69607], [2.15760, -0.67447, 4.94663], [1.13186, 0.97503, 1.06837], [-4.18919, -4.42675, 2.14466], [-2.71994, -1.66121, 0.92225], [-4.67932, -2.10682, 1.31325], [0.32959, -0.83979, -6.14444], [2.10220, -0.22812, -3.11687], [3.19829, 3.94375, -0.18064], [0.06321, 0.40244, -0.72303], [0.59354, 2.72345, -0.00733]],
  "e_tot_ha": -1097.34616,
  "orbital_gap_ha": 0.2543,
  "e_lumo_ev": 0.193
}